Model w:
# C3H10O3

2 unconnected molecules or ions with the total composition C3H10O3 (ωB97M-V with the def2-TZVPD basis set, OMol25).

Its expectation value of S² is 0.755. The calculation puts the LUMO energy (alpha / beta) at -3.47 / -9.78 eV. The HOMO-LUMO gap (alpha / beta) comes out at 9.94 / 3.63 eV. Its charge is +1. As for the multiplicity: 2.

Element x y z (Å)
1 C -0.85 1.32 0.72
2 O -2.08 1.84 0.39
3 C 0.07 0.81 -0.50
4 C 1.36 1.60 -0.66
5 O 1.03 2.95 -0.91
6 H -1.12 0.44 1.29
7 H -0.26 2.10 1.20
8 H -1.96 2.74 -0.01
9 H -0.50 1.10 -1.39
10 H 0.07 -0.26 -0.35
11 H 1.96 1.09 -1.42
12 H 2.02 1.51 0.21
13 H 1.42 3.41 -0.14
14 H 0.39 -6.83 0.52
15 H -1.04 -7.28 0.62
16 O -0.50 -6.53 0.44

Here are the Löwdin charges for atoms 1 to 4, given in e: -0.113, 0.194, -0.025, -0.231

Model x:
# C3H10O3

3 unconnected molecules or ions with the total composition C3H10O3 (ωB97M-V with the def2-TZVPD basis set, OMol25).

Its expectation value of S² is 0.755. The calculation puts the LUMO energy (alpha / beta) at -4.92 / -9.01 eV. The HOMO-LUMO gap (alpha / beta) comes out at 9.30 / 5.20 eV. Its charge is +1. As for the multiplicity: 2.

Element x y z (Å)
1 C -2.13 -0.13 0.54
2 C -1.22 0.12 -0.43
3 O -0.51 1.30 -0.21
4 C -0.82 -0.56 -1.62
5 H -2.75 -0.99 0.51
6 H -2.40 0.62 1.29
7 H -0.25 1.75 -1.03
8 H -0.91 -1.74 -1.60
9 H -1.35 -0.28 -2.51
10 H 0.23 -0.24 -1.79
11 H 1.13 1.26 1.16
12 H 0.61 0.12 1.90
13 O 1.42 0.54 1.69
14 H 3.29 -1.24 -0.04
15 H 2.07 -0.72 0.64
16 O 2.25 -1.23 -0.16

Here are the Löwdin charges for atoms 1 to 4, given in e: 0.299, -0.277, 0.111, 0.023

Which one is most stable, and which one is least stable? model x is the most stable of them, while model w is the least stable.

Model w:
# C3H10NO3S

3 unconnected molecules or ions with the total composition C3H10NO3S (ωB97M-V with the def2-TZVPD basis set, OMol25).

Its expectation value of S² is 0.753. The calculation puts the LUMO energy (alpha / beta) at 0.37 / -2.52 eV. The HOMO-LUMO gap (alpha / beta) comes out at 10.25 / 7.00 eV. As for the multiplicity: 2.

Element x y z (Å)
1 C -0.83 -1.62 0.18
2 C -0.91 -0.11 0.12
3 S 0.07 0.53 -1.25
4 C -1.58 -2.13 1.39
5 N -2.95 -2.20 1.28
6 O -1.01 -2.38 2.42
7 H 0.20 -1.98 0.27
8 H -1.14 -2.06 -0.77
9 H -0.51 0.29 1.04
10 H -1.89 0.12 -0.16
11 H -3.41 -2.75 1.97
12 H -3.33 -2.16 0.35
13 H 4.54 3.69 -2.86
14 H 3.37 2.78 -2.90
15 O 4.25 2.87 -3.28
16 H 1.72 1.61 0.80
17 H 1.65 2.99 0.29
18 O 1.75 2.51 1.11

Here are the Löwdin charges for atoms 1 to 4, given in e: -0.216, -0.606, 0.678, -0.555

Model x:
# C3H10NO3S

A molecular structure, C3H10NO3S (ωB97M-V with the def2-TZVPD basis set, OMol25).

Its expectation value of S² is 0.759. The calculation puts the LUMO energy (alpha / beta) at 0.23 / -3.39 eV. The HOMO-LUMO gap (alpha / beta) comes out at 9.86 / 6.19 eV. As for the multiplicity: 2.

Element x y z (Å)
1 O 0.70 0.78 -1.22
2 C 1.25 -0.15 -0.74
3 C 0.36 -1.48 -0.78
4 C 0.16 -1.66 0.75
5 S 1.20 -0.40 1.52
6 N -0.76 -1.24 -1.66
7 H 2.43 -0.25 -0.70
8 H 0.96 -2.33 -1.29
9 H -0.90 -1.50 1.04
10 H 0.27 -2.66 0.99
11 H -0.45 -1.30 -2.67
12 H -1.37 -0.48 -1.52
13 H -1.13 1.85 1.85
14 H -0.46 0.86 2.62
15 O -1.02 1.74 2.81
16 H -0.58 1.99 -0.44
17 H 0.08 3.28 -0.13
18 O -0.75 2.94 -0.44

Here are the Löwdin charges for atoms 1 to 4, given in e: 0.009, -0.480, -0.394, -0.475

Which one is most stable, and which one is least stable? model w is the most stable of them, while model x is the least stable.

Model w:
# C2H4S3

C2H4S3 in the gas phase (ωB97M-V with the def2-TZVPD basis set, OMol25).

The calculation puts the LUMO energy at -0.69 eV. The SMILES is CSC(=S)S. The HOMO-LUMO gap comes out at 7.75 eV.

Element x y z (Å)
1 C 0.97 -0.28 -0.16
2 S -0.44 -1.31 0.21
3 C -1.65 -0.18 -0.04
4 S -1.25 1.67 0.04
5 S -3.38 -0.57 -0.08
6 H 1.51 -0.69 -0.89
7 H 1.61 -0.16 0.85
8 H 0.52 0.67 -0.43
9 H -3.67 0.73 -0.19

Here are the Löwdin charges for atoms 1 to 4, given in e: -0.417, 0.833, -1.363, 0.408

Model x:
# C2H4S3

2 unconnected molecules or ions with the total composition C2H4S3 (ωB97M-V with the def2-TZVPD basis set, OMol25).

The calculation puts the LUMO energy (alpha / beta) at -1.01 / -0.46 eV. The HOMO-LUMO gap (alpha / beta) comes out at 7.74 / 7.91 eV.

Element x y z (Å)
1 C 2.39 0.13 0.01
2 C -0.82 -0.68 0.23
3 S 3.19 -0.97 -1.02
4 S 3.77 -0.54 0.94
5 S 2.35 1.85 -0.16
6 H -1.54 -0.81 0.93
7 H -0.41 0.43 0.12
8 H -0.23 -1.43 -0.06
9 H 3.11 2.19 0.92

Here are the Löwdin charges for atoms 1 to 4, given in e: -1.457, 0.112, 0.482, 0.439

Which one is most stable, and which one is least stable? model w is the most stable of them, while model x is the least stable.

Model w:
# C6H13P

C6H13P in the gas phase (ωB97M-V with the def2-TZVPD basis set, OMol25).

The calculation puts the LUMO energy at 0.74 eV. The SMILES is CP(C)(C)=C1CC1. The HOMO-LUMO gap comes out at 7.54 eV.

Element x y z (Å)
1 C -1.39 1.09 0.95
2 P -0.17 0.33 -0.12
3 C 0.87 1.83 -0.28
4 C -1.01 0.34 -1.84
5 C 0.89 -0.77 0.63
6 C 1.34 -2.18 0.03
7 C 0.57 -2.10 1.28
8 H -1.98 2.02 0.63
9 H -2.17 0.39 1.22
10 H -0.72 1.29 1.79
11 H 0.33 2.66 -0.79
12 H 1.09 1.98 0.83
13 H 1.77 1.84 -0.82
14 H -1.25 1.42 -2.06
15 H -0.38 -0.15 -2.67
16 H -1.87 -0.16 -1.74
17 H 1.06 -2.54 -0.98
18 H 2.36 -2.49 0.38
19 H 1.19 -2.40 2.11
20 H -0.51 -2.40 1.47

Here are the Löwdin charges for atoms 1 to 4, given in e: -0.224, 0.746, -0.234, -0.189

Model x:
# C6H13P

2 unconnected molecules or ions with the total composition C6H13P (ωB97M-V with the def2-TZVPD basis set, OMol25).

The calculation puts the LUMO energy (alpha / beta) at -0.07 / -0.78 eV. The HOMO-LUMO gap (alpha / beta) comes out at 8.18 / 7.35 eV.

Element x y z (Å)
1 C -3.60 0.15 -0.76
2 C 1.68 -0.61 1.39
3 C 1.25 -0.78 -1.07
4 C 0.95 1.38 0.12
5 C -0.69 -0.31 0.22
6 C 0.76 -0.16 0.20
7 P -4.14 1.16 0.43
8 H -3.75 0.35 -1.79
9 H -2.93 -0.61 -0.65
10 H 1.59 0.29 2.08
11 H 2.78 -0.86 1.18
12 H 1.37 -1.54 1.93
13 H 0.63 -0.65 -2.02
14 H 1.25 -1.88 -0.89
15 H 2.31 -0.50 -1.27
16 H 0.23 1.82 -0.51
17 H 0.83 1.97 1.09
18 H 1.96 1.60 -0.19
19 H -1.21 -1.16 -0.28
20 H -1.27 0.33 0.79

Here are the Löwdin charges for atoms 1 to 4, given in e: -0.538, -0.056, -0.106, -0.085

Model y:
# C6H13P

C6H13P in the gas phase (ωB97M-V with the def2-TZVPD basis set, OMol25).

The calculation puts the LUMO energy (alpha / beta) at 0.00 / 0.30 eV. The HOMO-LUMO gap (alpha / beta) comes out at 8.40 / 8.74 eV.

Element x y z (Å)
1 C -0.19 1.24 0.58
2 C 2.52 1.09 -0.45
3 C 0.58 -0.81 -0.68
4 C -0.56 -0.15 0.14
5 C -0.82 -0.98 1.35
6 C -1.82 -0.25 -0.71
7 P 2.18 -0.52 0.17
8 H 0.33 1.45 1.51
9 H -0.86 1.98 0.14
10 H 2.50 1.30 -1.43
11 H 3.12 1.81 0.14
12 H 0.36 -1.89 -0.97
13 H 0.63 -0.26 -1.66
14 H -1.66 -0.47 1.90
15 H -0.03 -1.16 2.02
16 H -1.21 -2.04 1.22
17 H -1.97 -1.25 -0.98
18 H -1.95 0.30 -1.63
19 H -2.60 0.12 -0.12
20 H 3.16 -1.16 -0.65

Here are the Löwdin charges for atoms 1 to 4, given in e: 0.075, -0.261, -0.405, -0.714

Which one is most stable, and which one is least stable? model w is the most stable of them, while model x is the least stable.